Record 1
21
Properties=species:S:1:pos:R:3 method="wB97M-V/def2-TZVPD" e_tot_ev=-53680.94506 de_lowest_ev=4.091 lumo_ev=-1.65
C -2.769 0.342 -0.693
S -1.621 -0.930 0.075
O -2.036 -2.319 -0.550
O -1.919 -1.066 1.610
C 0.192 -0.704 -0.335
N 1.091 -1.865 0.129
C 2.442 -1.555 -0.073
S 2.608 0.209 -0.788
C 0.981 0.664 0.104
P 0.264 2.379 -0.334
O 0.669 3.457 1.019
I 1.481 3.396 -2.269
H -2.232 1.229 -1.236
H -3.418 -0.208 -1.526
H -3.492 0.707 0.155
H 0.255 -0.790 -1.501
H 0.735 -2.777 0.547
H 3.373 -2.239 0.146
H 1.249 0.667 1.254
H 0.660 2.812 1.812
F 1.487 -1.409 2.456

***

Record 2
14
Properties=species:S:1:pos:R:3 method="wB97M-V/def2-TZVPD" smiles="C=C(F)CCN" e_tot_ev=-8482.11525 de_lowest_ev=2.922 lumo_ev=0.99
C 0.886 -0.107 0.801
C 0.348 -0.418 -0.672
C -0.994 0.279 -0.803
C -1.254 1.346 -1.462
H 1.362 -1.256 2.338
H -0.330 -1.360 2.157
H 1.965 -0.203 0.694
H 0.422 0.903 1.162
H 0.775 -1.463 -1.139
H 0.964 0.223 -1.234
H -0.586 1.824 -2.132
H -2.211 1.659 -1.434
N 0.602 -1.470 1.512
F -1.949 0.044 0.212

***

Record 3
14
Properties=species:S:1:pos:R:3 method="wB97M-V/def2-TZVPD" smiles="FC1CC1.C=N" e_tot_ev=-8481.59436 de_lowest_ev=3.443 lumo_ev=1.07
C -1.229 0.430 -0.377
C -2.213 -0.649 -0.623
C -1.001 -1.087 -0.183
C 2.770 1.109 0.917
N 1.674 0.960 0.311
F -0.033 -1.784 -0.898
H -0.527 0.585 -1.211
H -1.287 1.273 0.353
H -2.859 -0.956 0.092
H -2.575 -0.699 -1.562
H -1.131 -1.504 0.794
H 3.448 2.043 0.770
H 3.558 0.320 1.218
H 1.404 -0.040 0.398

***

Record 4
14
Properties=species:S:1:pos:R:3 method="wB97M-V/def2-TZVPD" e_tot_ev=-8480.81531 de_lowest_ev=4.222 lumo_ev=0.84
C 0.271 1.122 0.001
C -1.544 -1.172 -0.127
C 2.512 0.131 -0.163
C -1.834 0.204 0.361
N 1.062 0.191 -0.041
F -2.708 0.990 -0.361
H 0.070 2.107 0.117
H -0.450 -1.312 -0.161
H -1.720 -1.130 -1.151
H -2.158 -1.927 0.429
H 2.834 -0.210 0.794
H 3.027 1.155 -0.240
H 2.812 -0.441 -0.896
H -2.173 0.293 1.439

***

Record 5
14
Properties=species:S:1:pos:R:3 method="wB97M-V/def2-TZVPD" e_tot_ev=-8481.23585 de_lowest_ev=3.802 lumo_ev=0.86
C 0.705 1.490 0.964
C -0.255 1.424 -0.143
C -0.689 0.185 -0.510
C -0.376 -1.212 0.165
H 1.285 2.346 0.401
H 0.092 1.860 1.977
H 1.525 0.469 1.034
H -1.434 0.286 -1.256
H -1.278 -1.514 0.877
H 0.667 -1.406 0.627
H 0.503 -1.534 -1.686
H -0.134 -2.916 -0.640
N -0.335 -2.007 -1.060
F -0.275 2.528 -0.750

***

Record 6
14
Properties=species:S:1:pos:R:3 method="wB97M-V/def2-TZVPD" smiles="C=C(F)N(C)C" e_tot_ev=-8482.77021 de_lowest_ev=2.268 lumo_ev=1.01
C 1.294 -1.377 1.190
C 1.005 -0.339 0.295
C -0.230 1.613 -0.595
C -1.295 -0.473 -0.130
N -0.196 0.368 0.161
F 1.773 -0.133 -0.765
H 2.237 -1.889 1.356
H 0.677 -1.802 1.977
H -0.480 1.571 -1.688
H -0.859 2.408 0.037
H 0.805 2.019 -0.837
H -2.044 0.276 -0.544
H -1.079 -1.112 -1.033
H -1.609 -1.131 0.576

***

Record 7
15
Properties=species:S:1:pos:R:3 method="wB97M-V/def2-TZVPD" total_charge=+1 smiles="[NH3+][C@@H]1CN=C[C@H]1F" e_tot_ev=-9965.76476 de_lowest_ev=3.060 lumo_ev=-4.00
C -1.862 -0.889 -0.461
C 0.175 -1.252 0.555
C -1.072 0.770 -0.414
C 0.155 0.428 0.444
N -1.099 -1.714 0.107
N 1.546 0.717 -0.175
F -1.856 1.633 0.260
H -2.813 -0.904 -0.963
H 1.029 -1.529 -0.022
H 0.525 -1.397 1.598
H -0.756 0.849 -1.482
H 0.260 0.664 1.496
H 1.537 1.697 -0.428
H 1.902 0.199 -0.987
H 2.329 0.729 0.472

***

Record 8
15
Properties=species:S:1:pos:R:3 method="wB97M-V/def2-TZVPD" multiplicity=3 e_tot_ev=-10529.06499 s2=2.008 de_lowest_ev=0.000 lumo_ev="0.86 / -0.70"
C 1.268 -0.308 -0.098
C -0.378 1.288 0.954
C -2.036 -1.337 -0.074
C 0.168 0.688 -0.253
N 2.155 -0.464 -1.127
O 1.323 -0.975 0.920
F -0.058 1.295 -1.486
H -0.462 0.426 1.781
H 0.282 2.125 1.268
H -1.222 1.923 0.897
H -2.521 -2.099 -0.720
H -1.221 -1.533 0.592
H -2.478 -0.339 0.066
H 2.191 0.219 -1.807
H 2.989 -0.907 -0.913

***

Record 9
16
Properties=species:S:1:pos:R:3 method="wB97M-V/def2-TZVPD" smiles="C/C(F)=[N+](/[O-])O.C=C" e_tot_ev=-12574.98361 de_lowest_ev=5.431 lumo_ev=0.81
C -0.605 -1.299 1.272
C 1.331 0.756 -0.707
C 0.716 -1.171 1.289
C -0.085 0.955 -0.142
N -1.249 0.783 -0.735
O -1.042 0.132 -1.969
O -2.435 1.103 -0.364
F 0.030 1.602 1.028
H -1.968 -0.011 -2.183
H -1.066 -2.190 0.883
H -1.353 -0.635 1.752
H 1.609 -0.217 -1.220
H 2.071 0.957 0.068
H 1.436 1.590 -1.492
H 1.287 -0.377 1.649
H 1.322 -1.977 0.871

***

Record 10
16
Properties=species:S:1:pos:R:3 method="wB97M-V/def2-TZVPD" multiplicity=2 total_charge=+3 e_tot_ev=-14554.34380 s2=0.754 lumo_ev="-16.50 / -16.51"
H 0.373 -0.722 -0.605
C 0.578 0.567 1.095
H 0.485 -0.237 1.832
H 0.621 1.597 1.464
C 0.418 0.310 -0.250
H 0.483 1.127 -0.973
H -0.624 0.532 0.496
O 3.740 0.549 2.614
C 4.436 0.121 1.603
O 5.376 -0.644 1.852
Hg 6.530 -1.435 3.029
O 3.913 0.318 0.459
C 4.221 -0.598 -0.627
H 5.296 -0.554 -0.828
H 3.911 -1.610 -0.349
H 3.622 -0.239 -1.465

***

Record 11
16
Properties=species:S:1:pos:R:3 method="wB97M-V/def2-TZVPD" total_charge=+1 smiles=IC1(I)C[NH2+]CCO1 e_tot_ev=-24008.19273 de_lowest_ev=0.393 lumo_ev=-4.05
C 0.954 -0.222 1.088
C -1.154 -0.488 -0.149
C 1.271 0.864 0.117
C -0.832 0.819 -0.838
N 0.026 -1.214 0.311
O 0.039 1.605 -0.234
I -0.068 0.069 -2.894
I -2.718 1.965 -0.877
H 1.819 -0.699 1.517
H 0.368 0.167 1.954
H -1.747 -0.092 0.707
H -1.792 -1.149 -0.869
H 2.013 1.591 0.273
H 1.618 0.230 -0.763
H 0.578 -1.608 -0.389
H -0.376 -1.837 1.045

***

Record 12
15
Properties=species:S:1:pos:R:3 method="wB97M-V/def2-TZVPD" total_charge=+1 smiles="[NH2+]=CN[C@@H]1C[C@@H]1I" e_tot_ev=-15349.17362 de_lowest_ev=2.933 lumo_ev=-3.89
C 0.660 -1.581 -0.284
C -0.211 0.684 -0.701
C -1.401 1.232 -0.166
C -0.029 1.222 0.732
N -0.362 -0.901 -0.688
N 1.848 -1.061 0.235
I -3.448 0.364 -0.074
H 0.675 -2.617 -0.377
H 0.316 1.020 -1.560
H -1.626 2.300 -0.097
H 1.933 -0.161 0.566
H 0.358 0.357 1.341
H 0.288 2.063 1.265
H -1.313 -1.216 -0.954
H 2.311 -1.703 0.763

***

Record 13
15
Properties=species:S:1:pos:R:3 method="wB97M-V/def2-TZVPD" multiplicity=3 total_charge=+1 e_tot_ev=-15345.52946 s2=2.011 de_lowest_ev=2.200 lumo_ev="-2.97 / -7.23"
C 1.451 -2.170 0.541
C 1.563 -0.938 0.120
C 0.051 0.057 -0.389
C -1.566 1.445 0.460
N -0.281 0.149 -1.635
N -0.387 0.633 0.669
I 3.182 0.351 -0.030
H 2.364 -2.906 0.773
H 0.454 -2.714 0.718
H -1.399 2.256 -0.177
H -1.748 2.080 1.348
H -2.523 0.921 0.163
H -0.162 -0.571 -2.292
H -0.925 0.904 -1.893
H -0.074 0.502 1.625

***

Record 14
16
Properties=species:S:1:pos:R:3 method="wB97M-V/def2-TZVPD" smiles="NC(=O)OCCCI" e_tot_ev=-17963.20109 de_lowest_ev=0.838 lumo_ev=0.31
N 2.237 -1.148 -0.110
C 2.004 0.238 0.065
O 2.643 0.875 0.778
O 1.002 0.751 -0.716
C -0.088 1.265 0.077
C -1.419 0.642 -0.279
C -1.430 -0.872 -0.213
I -2.090 -1.569 1.713
H 1.809 -1.609 0.687
H 1.754 -1.474 -0.937
H 0.087 1.134 1.133
H -0.178 2.319 -0.125
H -1.751 1.001 -1.243
H -2.109 1.023 0.454
H -0.431 -1.243 -0.324
H -2.041 -1.333 -0.960

***

Record 15
17
Properties=species:S:1:pos:R:3 method="wB97M-V/def2-TZVPD" e_tot_ev=-28793.85049 de_lowest_ev=1.982 lumo_ev="-0.95 / -0.95"
C 0.847 0.178 1.771
C 1.864 -0.009 0.693
C 1.095 1.357 0.761
C 0.399 1.709 -3.432
N 1.095 0.907 -2.456
O 0.066 3.214 -0.752
O -1.330 1.209 -0.394
S -0.038 1.780 -0.544
I 2.969 1.482 -2.001
H -0.056 -0.412 1.833
H 1.263 0.216 2.749
H 2.921 0.043 0.806
H 1.577 -0.664 -0.042
H 1.500 2.261 1.078
H -0.604 1.385 -3.401
H 0.564 2.886 -3.341
H 0.860 1.549 -4.481

***

Record 16
17
Properties=species:S:1:pos:R:3 method="wB97M-V/def2-TZVPD" e_tot_ev=-20005.27808 de_lowest_ev=4.982 lumo_ev="-0.25 / -0.25"
C -0.785 -1.454 0.324
C -0.346 -0.452 -0.758
C 0.712 1.527 1.609
C 0.910 0.393 -0.556
N 1.010 1.619 -1.032
O 0.089 2.288 -1.503
O 2.351 2.136 -0.908
O 1.201 2.669 1.595
I 2.679 -0.650 -0.119
H 0.080 -1.522 1.081
H -1.129 -2.519 -0.079
H -1.635 -0.965 0.974
H -1.141 0.293 -0.972
H -0.240 -0.911 -1.812
H -0.252 1.277 1.218
H 1.206 0.795 2.211
H 2.539 2.696 -0.150

***

Record 17
13
Properties=species:S:1:pos:R:3 method="wB97M-V/def2-TZVPD" total_charge=+1 e_tot_ev=-5754.88856 de_lowest_ev=4.976 lumo_ev="-6.97 / -6.00"
C 2.462 0.854 -0.145
C 1.992 -0.394 0.058
C -3.308 -0.042 -0.064
C -0.530 -0.125 0.172
N 0.586 -0.812 -0.054
H 3.521 0.986 0.020
H 1.998 1.790 -0.357
H 2.737 -1.088 0.347
H -3.179 0.665 0.733
H -3.270 0.206 -1.039
H -3.325 -1.121 0.299
H -0.302 0.921 0.276
H 0.618 -1.842 -0.246

***

Record 18
13
Properties=species:S:1:pos:R:3 method="wB97M-V/def2-TZVPD" total_charge=+1 smiles="C[N@@H+]1C=CC1" e_tot_ev=-5758.69787 de_lowest_ev=1.166 lumo_ev=-3.46
C -0.593 1.537 -0.414
C -0.108 0.691 -1.300
C -0.771 0.571 0.713
C 1.037 -1.201 0.326
N -0.212 -0.577 -0.102
H -0.787 2.594 -0.472
H 0.229 0.523 -2.299
H -0.166 0.769 1.599
H -1.805 0.409 1.024
H 1.828 -1.002 -0.397
H 1.345 -0.787 1.284
H 0.920 -2.278 0.432
H -0.917 -1.249 -0.396

***

Record 19
14
Properties=species:S:1:pos:R:3 method="wB97M-V/def2-TZVPD" smiles=CN[C@@H](C)C#N e_tot_ev=-7257.24043 de_lowest_ev=0.635 lumo_ev=0.87
C 1.649 -0.668 0.097
N 0.598 -0.040 0.884
C -0.390 0.524 -0.029
C -1.295 -0.557 -0.626
C -1.171 1.573 0.656
N -1.752 2.435 1.165
H 1.316 -1.645 -0.271
H 2.535 -0.819 0.719
H 1.893 -0.045 -0.791
H 1.003 0.708 1.440
H 0.141 1.004 -0.884
H -2.057 -0.097 -1.260
H -0.689 -1.218 -1.251
H -1.780 -1.156 0.151

***

Record 20
14
Properties=species:S:1:pos:R:3 method="wB97M-V/def2-TZVPD" smiles="C/C=N/C=C/N" e_tot_ev=-7256.63783 de_lowest_ev=1.238 lumo_ev=1.22
C -1.234 2.160 -1.186
N 1.159 -2.602 0.971
C 0.689 -0.220 0.792
C 0.364 -1.515 0.702
C -0.300 1.082 -0.733
N -0.181 0.801 0.524
H 1.960 -2.386 1.560
H 0.635 -3.404 1.315
H 1.679 0.076 1.133
H -0.637 -1.794 0.377
H 0.252 0.542 -1.525
H -1.679 2.679 -0.333
H -0.681 2.872 -1.803
H -2.024 1.709 -1.793